# 1
Formula: C50H51GeN8O2Tb
Source: OMol25
Level of theory: ωB97M-V/def2-TZVPD

Computed properties:
- DFT total energy (eV) = -147640.6948
- HOMO level (alpha / beta) (eV) = -5.48 / -5.51
- ⟨S²⟩ = 12.080
- multiplicity = 7
- E_LUMO (alpha / beta) (eV) = -0.5 / -0.5

```
113
Properties=species:S:1:pos:R:3:lowdin_charge:R:1
Tb -0.2216 -0.5796 -0.0257 1.52
C 3.2874 -2.9563 1.6822 -0.01
C 2.3031 -1.9792 1.0841 -0.29
N 1.0133 -1.9645 1.3873 -0.11
C 0.4541 -2.6628 2.5209 -0.21
C -1.0165 -2.2146 2.7149 -0.20
N -1.1507 -0.7853 2.4141 -0.14
C -2.4740 -0.1959 2.6158 -0.20
C -2.5785 1.1122 1.8188 -0.20
N -2.4051 0.8561 0.3860 -0.12
C -2.3289 2.0883 -0.4146 -0.18
C -1.4789 1.8912 -1.6836 -0.20
N -0.2106 1.3487 -1.2645 -0.09
C 0.9059 1.4163 -1.9485 -0.31
C 1.0373 2.1161 -3.2791 -0.01
C 2.0555 0.7447 -1.4055 -0.26
C 3.2429 0.5741 -2.0958 -0.01
C 4.2480 -0.2612 -1.6155 -0.10
C 3.9759 -1.1100 -0.5501 -0.01
C 2.7806 -1.0147 0.1440 -0.22
N 1.9362 0.1102 -0.1341 -0.27
H 2.9172 -3.3711 2.6174 0.07
H 4.2441 -2.4772 1.8724 0.08
H 3.4529 -3.7786 0.9859 0.09
H 1.0218 -2.4206 3.4332 0.12
H 0.4631 -3.7579 2.3986 0.12
H -1.3339 -2.4590 3.7424 0.12
H -1.6505 -2.7700 2.0142 0.10
H -0.4793 -0.2724 2.9888 0.12
H -2.6857 0.0184 3.6731 0.12
H -3.2376 -0.8949 2.2638 0.10
H -1.7708 1.7847 2.1250 0.12
H -3.5408 1.6001 2.0435 0.13
H -3.2088 0.3155 0.0599 0.11
H -1.8273 2.8511 0.1860 0.09
H -3.3236 2.4621 -0.6934 0.13
H -1.4024 2.8674 -2.1838 0.11
H -1.9797 1.1892 -2.3721 0.12
H 0.1937 2.7769 -3.4689 0.07
H 1.0660 1.3722 -4.0730 0.10
H 1.9528 2.7008 -3.3110 0.08
H 3.3816 1.0594 -3.0490 0.12
H 5.1913 -0.3192 -2.1364 0.10
H 4.6775 -1.8927 -0.3031 0.11
C -8.9709 1.3424 -2.9027 -0.10
O -7.6052 1.4489 -3.2133 -0.09
C -6.9647 0.3558 -3.7359 -0.27
C -7.5541 -0.8822 -3.9692 -0.02
C -6.8100 -1.9104 -4.5100 -0.03
C -5.4509 -1.7511 -4.7970 -0.32
C -4.8668 -0.4985 -4.5547 -0.01
C -5.6162 0.5354 -4.0472 0.00
N -4.8114 -2.7612 -5.4837 0.06
N -3.6038 -3.0618 -5.4166 0.06
C -2.7038 -2.7026 -4.4541 -0.26
C -1.3755 -2.5747 -4.8786 -0.01
C -0.3638 -2.1988 -4.0271 0.00
C -0.5999 -1.9355 -2.6627 -0.35
O 0.3283 -1.5751 -1.8486 -0.18
C -1.9424 -2.1532 -2.1792 -0.14
N -2.1399 -2.0015 -0.8372 0.03
C -3.3247 -2.3365 -0.3483 -0.14
C -4.3636 -2.8578 -1.1103 -0.03
C -4.1890 -2.9867 -2.4700 0.01
C -2.9797 -2.5869 -3.0564 -0.09
H -9.2610 2.3225 -2.5263 0.09
H -9.1474 0.5892 -2.1271 0.09
H -9.5708 1.1001 -3.7849 0.10
H -8.5967 -1.0538 -3.7454 0.10
H -7.2649 -2.8709 -4.7004 0.11
H -3.8271 -0.3378 -4.8056 0.12
H -5.1804 1.5070 -3.8803 0.12
H -1.1721 -2.7285 -5.9293 0.12
H 0.6513 -2.1073 -4.3881 0.12
H -3.4527 -2.2270 0.7232 0.09
H -5.2831 -3.1588 -0.6358 0.11
H -4.9638 -3.4369 -3.0674 0.11
C 1.4218 0.8698 1.0219 -0.34
Ge 2.0177 2.7731 0.8884 1.05
C 0.6156 4.0530 0.2602 -0.28
C 0.5524 4.6142 -1.0050 -0.12
C -0.3875 5.5812 -1.3209 -0.09
C -1.2918 6.0065 -0.3637 -0.09
C -1.2587 5.4461 0.9021 -0.09
C -0.3179 4.4773 1.2010 -0.16
C 2.5454 3.7502 2.5711 -0.26
C 2.4646 5.1385 2.5751 -0.12
C 2.9731 5.8939 3.6153 -0.09
C 3.5967 5.2698 4.6829 -0.10
C 3.6902 3.8896 4.6978 -0.10
C 3.1684 3.1432 3.6531 -0.12
C 3.7461 2.9929 -0.0982 -0.25
C 4.7598 2.1073 0.2501 -0.13
C 6.0061 2.1737 -0.3446 -0.10
C 6.2577 3.1302 -1.3112 -0.10
C 5.2652 4.0315 -1.6546 -0.09
C 4.0239 3.9660 -1.0440 -0.11
H 1.9527 0.4669 1.9072 0.03
H 1.2557 4.2954 -1.7590 0.07
H -0.4040 6.0161 -2.3125 0.10
H -2.0111 6.7782 -0.5985 0.10
H -1.9592 5.7771 1.6580 0.10
H -0.2812 4.0579 2.2001 0.10
H 1.9936 5.6383 1.7413 0.09
H 2.8891 6.9727 3.5897 0.10
H 4.0127 5.8576 5.4903 0.10
H 4.1798 3.3945 5.5270 0.10
H 3.2551 2.0652 3.6774 0.09
H 4.5649 1.3536 1.0008 0.10
H 6.7810 1.4752 -0.0616 0.10
H 7.2264 3.1829 -1.7896 0.10
H 5.4597 4.7901 -2.4006 0.10
H 3.2701 4.6978 -1.2952 0.08
```



# 2
Formula: C50H51N13O12
Source: OMol25
Level of theory: ωB97M-V/def2-TZVPD

Computed properties:
- DFT total energy (eV) = -96598.8383
- energy relative to the best compared isomer or geometry (same formula, charge and spin) (kJ/mol) = 116.3
- HOMO level (eV) = -9.70
- E_LUMO (eV) = -1.0

```
126
Properties=species:S:1:pos:R:3:lowdin_charge:R:1
C -1.9423 -15.0577 -4.7028 -0.04
C -1.9170 -15.2391 -6.1795 -0.22
N -1.9481 -15.4116 -7.3597 0.17
H -2.9818 -15.1273 -4.3824 0.09
H -1.4841 -14.0980 -4.4639 0.07
H -1.3251 -15.8710 -4.3210 0.06
C 4.1089 -16.5425 -10.4127 -0.10
C 4.5170 -17.5674 -9.4776 -0.28
N 4.8129 -18.3708 -8.6948 0.15
H 3.0243 -16.4593 -10.4821 0.03
H 4.5007 -16.7496 -11.4086 0.08
H 4.4880 -15.5795 -10.0706 0.08
C -3.7547 -15.6827 -15.1400 -0.07
C -3.8098 -16.7223 -16.1277 -0.30
N -3.8931 -17.5459 -16.9164 0.14
H -3.2658 -16.0116 -14.2230 0.05
H -4.7360 -15.2990 -14.8608 0.09
H -3.1085 -14.9417 -15.6106 0.08
C 1.8284 -14.3742 -12.9269 -0.02
C 2.0854 -14.0950 -11.4747 -0.24
N 2.2602 -13.8491 -10.3359 0.17
H 1.3916 -15.3728 -12.9271 0.07
H 2.7355 -14.2349 -13.5150 0.09
H 1.1354 -13.6134 -13.2862 0.06
C 1.7782 -19.9282 -8.9218 -0.03
C 0.8473 -20.1273 -10.0570 -0.26
N 0.1181 -20.3059 -10.9015 0.18
H 1.1864 -19.8653 -8.0086 0.06
H 2.3691 -19.0145 -8.9856 0.04
H 2.4289 -20.8026 -8.9282 0.09
C -0.2318 -16.7033 -10.3901 -0.06
C -1.3152 -16.8680 -11.3485 -0.22
N -2.2392 -17.0342 -12.0602 0.17
H -0.6325 -16.6923 -9.3765 0.06
H 0.2844 -15.7479 -10.4845 0.05
H 0.5300 -17.4680 -10.5417 0.05
C -4.3067 -16.9025 -9.3412 -0.10
C -5.0971 -16.5303 -8.2327 -0.30
N -5.7014 -16.1808 -7.2958 0.12
H -3.6480 -17.7430 -9.1224 0.07
H -3.7043 -16.0788 -9.7242 0.06
H -4.9250 -17.2135 -10.1833 0.08
C 0.9750 -12.4911 -5.2239 -0.09
C 1.2250 -13.5944 -4.3866 -0.07
C 1.6501 -14.7416 -5.0150 -0.02
C 1.6444 -14.9222 -6.4020 -0.12
C 1.1772 -13.8466 -7.1060 -0.03
C 0.8359 -12.6492 -6.5429 -0.08
N 2.0082 -16.2386 -7.0108 -0.28
O 1.8898 -16.3420 -8.2314 0.04
O 2.2724 -17.1467 -6.2172 0.07
H 0.6192 -11.5598 -4.8086 0.11
H 1.3418 -13.5412 -3.3142 0.11
H 1.9304 -15.5958 -4.4166 0.12
H 1.0895 -14.0295 -8.1667 0.07
H 0.4918 -11.7363 -7.0061 0.12
C -4.3971 -19.5558 -11.4543 -0.09
C -5.7156 -19.7911 -11.0592 -0.08
C -5.9366 -20.3615 -9.8417 0.00
C -4.8505 -20.7732 -9.0151 -0.13
C -3.5599 -20.6128 -9.4906 -0.01
C -3.3071 -20.0329 -10.7271 -0.07
N -5.1521 -21.5175 -7.7930 -0.31
O -4.2089 -21.9555 -7.1238 0.05
O -6.3329 -21.4923 -7.3656 0.06
H -4.1653 -18.9698 -12.3314 0.09
H -6.5534 -19.5195 -11.6842 0.11
H -6.9775 -20.4650 -9.5733 0.12
H -2.7314 -20.8879 -8.8548 0.10
H -2.3279 -19.8268 -11.1334 0.06
C -1.6048 -21.9244 -14.8094 -0.06
C -1.6371 -21.6946 -16.2131 -0.04
C -1.2229 -20.4219 -16.6656 -0.01
C -0.9187 -19.4003 -15.7796 -0.15
C -0.9491 -19.6160 -14.3980 0.00
C -1.2682 -20.8970 -13.9238 -0.07
N -0.6075 -18.0398 -16.2746 -0.34
O -0.4751 -17.1029 -15.4732 0.02
O -0.2580 -17.8833 -17.4045 0.08
H -1.9875 -22.8542 -14.4150 0.10
H -2.0634 -22.4355 -16.8731 0.10
H -1.2615 -20.2839 -17.7361 0.12
H -0.6388 -18.8832 -13.6678 0.09
H -1.3533 -21.1076 -12.8679 0.06
C 2.8827 -19.2581 -17.1112 -0.07
C 2.6793 -17.9902 -16.5159 -0.07
C 2.5961 -17.8637 -15.1633 -0.02
C 2.7012 -18.9987 -14.3182 -0.14
C 2.9147 -20.1818 -14.9513 -0.01
C 2.9581 -20.3485 -16.3412 -0.06
N 2.6185 -18.8879 -12.8517 -0.29
O 3.0041 -19.8063 -12.1061 0.07
O 2.1976 -17.8323 -12.4055 0.03
H 2.8367 -19.2498 -18.1902 0.12
H 2.6699 -17.1369 -17.1778 0.12
H 2.5959 -16.8416 -14.8144 0.11
H 3.0745 -20.9834 -14.2454 0.12
H 3.0112 -21.3687 -16.6919 0.12
C -2.6499 -13.0985 -9.6671 -0.05
C -1.3205 -12.9841 -10.1670 -0.06
C -1.1627 -12.5036 -11.4518 0.01
C -2.3253 -12.4277 -12.3078 -0.13
C -3.6013 -12.6217 -11.7646 -0.02
C -3.8130 -13.0294 -10.4718 -0.06
N -2.1398 -12.1866 -13.7300 -0.31
O -0.9871 -11.8372 -14.0893 0.04
O -3.1181 -12.3609 -14.4891 0.05
H -2.8629 -13.4019 -8.6527 0.07
H -0.4399 -13.0971 -9.5521 0.08
H -0.1914 -12.3234 -11.8881 0.09
H -4.4678 -12.5397 -12.4040 0.12
H -4.8074 -13.2109 -10.0915 0.11
C -0.1957 -22.5740 -4.2552 -0.09
C 0.1032 -21.4089 -3.6238 -0.06
C -0.0189 -20.1760 -4.2933 0.02
C -0.7296 -20.0865 -5.4874 -0.16
C -1.1796 -21.2722 -5.9963 -0.01
C -0.8642 -22.5341 -5.4643 -0.03
N -1.0183 -18.8034 -6.0988 -0.28
O -0.9425 -17.8151 -5.3782 0.05
O -1.2882 -18.7606 -7.3182 0.06
H 0.0495 -23.4973 -3.7515 0.11
H 0.6252 -21.4790 -2.6810 0.11
H 0.2966 -19.2187 -3.9053 0.11
H -1.7639 -21.2992 -6.9042 0.09
H -1.1408 -23.4720 -5.9227 0.11
```